(1)
{
  "formula": "C4H19NO5",
  "method": "the ωB97M-V functional and the def2-TZVPD basis",
  "elements": ["C", "C", "C", "O", "C", "N", "H", "H", "H", "H", "H", "H", "H", "H", "H", "H", "H", "H", "H", "O", "H", "H", "O", "H", "H", "O", "H", "H", "O"],
  "xyz": [[-0.51169, -1.35246, -1.43068], [-0.08637, 0.07598, -0.97944], [-0.74068, 1.15453, -1.79137], [1.32911, 0.18058, -1.03287], [0.44963, -2.42766, -0.90371], [0.74031, -2.22334, 0.53350], [-1.55473, -1.56446, -1.13640], [-0.50710, -1.37032, -2.54637], [-0.25338, 0.24479, 0.10583], [-0.49126, 1.12539, -2.86947], [-0.44202, 2.16513, -1.45862], [-1.82347, 1.12741, -1.68910], [1.62159, 0.34945, -1.95023], [-0.02037, -3.49400, -1.02851], [1.37116, -2.43948, -1.54171], [1.28533, -1.38820, 0.59710], [1.24492, -3.02716, 0.98686], [1.55345, 1.86036, 1.39950], [1.74846, 1.50939, -0.03517], [1.83938, 2.26558, 0.59013], [-0.80850, -1.73819, 1.54854], [-2.19859, -1.06365, 1.36836], [-1.47436, -1.16144, 2.01095], [-0.70752, 2.36426, 1.47103], [0.20499, 3.05246, 0.54633], [-0.73070, 3.02025, 0.77916], [-0.28748, 1.29988, 3.48363], [-0.61929, 0.34291, 2.39218], [-0.13082, 1.11202, 2.58054]],
  "total_charge": 0,
  "smiles": "C[C@H](O)CCN.O.O.O.O",
  "homo_energy_ev": -9.92,
  "de_lowest_ev": 0.000,
  "e_tot_ha": -594.76081,
  "spin_multiplicity": 1,
  "homo_lumo_gap_ev": 10.42
}



(2)
{
  "formula": "C4H19NO6S",
  "method": "the ωB97M-V functional and the def2-TZVPD basis",
  "elements": ["O", "C", "N", "C", "C", "S", "C", "H", "H", "H", "H", "H", "H", "H", "H", "H", "H", "H", "O", "H", "H", "O", "H", "H", "O", "H", "H", "O", "H", "H", "O"],
  "xyz": [[-3.34657, -0.59682, -0.20885], [-2.54748, -1.50129, -0.14926], [-1.40449, -1.62447, -0.88055], [-0.72678, -0.57981, -1.58560], [0.53633, -0.18268, -0.76943], [1.04046, 1.50260, -1.15282], [-0.30780, -1.00847, -3.02789], [-2.69474, -2.38184, 0.49991], [-0.83006, -2.42276, -0.63160], [-1.38620, 0.29648, -1.59216], [0.35430, -0.27620, 0.31621], [1.27698, -0.97766, -0.90141], [0.84624, 1.52345, -2.49466], [-1.13873, -1.55013, -3.46334], [0.64258, -1.53851, -2.94011], [-0.16072, -0.13008, -3.68028], [0.33912, -3.68232, 1.25612], [0.72420, -2.18903, 1.16126], [0.45151, -2.96433, 0.64478], [-2.32707, 1.81090, 0.13081], [-1.80804, 0.95970, 1.24621], [-1.69018, 1.82897, 0.84008], [3.71806, 1.37415, 0.99567], [2.35763, 1.66783, 1.53994], [3.13570, 1.08660, 1.68834], [0.42661, 2.48755, 1.19405], [0.80504, 3.67238, 2.08103], [1.01531, 2.75119, 1.91566], [1.87797, -0.03727, 2.03975], [1.44686, -0.76785, 3.28329], [1.49280, -0.89912, 2.34394]],
  "total_charge": 0,
  "smiles": "C[C@H](CS)NC=O.O.O.O.O.O",
  "homo_energy_ev": -9.11,
  "de_lowest_ev": 0.095,
  "e_tot_ha": -1068.20405,
  "spin_multiplicity": 1,
  "homo_lumo_gap_ev": 9.57
}



(3)
{
  "formula": "C4H19NO6S",
  "method": "the ωB97M-V functional and the def2-TZVPD basis",
  "elements": ["O", "C", "N", "C", "C", "S", "C", "H", "H", "H", "H", "H", "H", "H", "H", "H", "H", "H", "O", "H", "H", "O", "H", "H", "O", "H", "H", "O", "H", "H", "O"],
  "xyz": [[-1.69670, -1.25358, 1.04542], [-2.30206, -1.29595, -0.01260], [-2.12587, -0.57466, -1.12454], [-0.91144, 0.21639, -1.33456], [-0.13228, -0.77752, -2.40567], [1.64193, -0.46020, -2.25773], [-1.10215, 1.57779, -2.02035], [-3.06715, -2.12125, -0.05264], [-2.91076, -0.67706, -1.97207], [-0.28510, 0.27597, -0.42403], [-0.39354, -1.82539, -2.07414], [-0.37709, -0.71505, -3.51781], [1.82568, 0.82957, -1.63199], [-2.06063, 1.63387, -2.40128], [-0.33329, 1.73537, -2.71819], [-0.82900, 2.36543, -1.31420], [1.22979, -2.56723, 1.83835], [1.72998, -2.75866, 0.36540], [1.63065, -2.12187, 1.06787], [-0.49794, -0.05293, 1.29707], [-1.17164, 1.30581, 1.60725], [-0.36243, 0.86303, 1.51996], [0.99405, 2.00684, 1.20240], [0.39719, 3.49277, 1.00918], [1.24445, 2.95956, 1.07145], [-0.17096, -1.10383, 3.78359], [0.18431, 0.43938, 3.79444], [0.35495, -0.33597, 4.19925], [2.62816, -0.24543, 0.94934], [3.44566, -0.75013, -0.04862], [3.42322, -0.06507, 0.55948]],
  "total_charge": 0,
  "smiles": "C[C@H](CS)NC=O.O.O.O.O.O",
  "homo_energy_ev": -9.18,
  "de_lowest_ev": 2.765,
  "e_tot_ha": -1068.10594,
  "spin_multiplicity": 1,
  "homo_lumo_gap_ev": 9.23
}



(4)
{
  "formula": "C4H20B2ClMgO4S",
  "method": "the ωB97M-V functional and the def2-TZVPD basis",
  "elements": ["Mg", "Cl", "B", "H", "H", "H", "H", "B", "H", "H", "H", "H", "O", "S", "O", "O", "C", "C", "C", "H", "H", "H", "H", "H", "H", "H", "H", "C", "O", "H", "H", "H", "H"],
  "xyz": [[-2.13749, 1.88399, -0.22690], [0.03385, 2.12884, 0.16918], [-2.46631, -0.25074, 0.11862], [-2.09021, -1.28750, 0.47711], [-2.51453, 0.52764, 0.93964], [-1.87491, 0.15914, -0.75759], [-3.55591, -0.44435, -0.24358], [-2.88176, 2.40136, -2.09309], [-2.19645, 1.53210, -2.35557], [-3.72506, 1.99862, -1.43252], [-2.27394, 3.08218, -1.43180], [-3.42280, 2.95710, -2.94989], [2.33086, -1.92538, 3.38077], [2.55135, -1.69480, 1.97466], [3.55430, -0.75241, 1.55668], [2.90452, -3.13710, 1.28342], [2.48441, -4.33927, 1.99437], [1.89825, -5.25247, 0.92225], [0.97938, -1.22515, 1.15660], [1.71746, -4.06607, 2.71561], [3.39433, -4.68025, 2.48410], [0.86205, -4.97113, 0.73396], [1.92577, -6.31796, 1.14325], [2.45500, -5.04540, 0.00801], [1.10697, -1.53558, 0.12450], [0.94551, -0.16500, 1.39823], [0.06485, -1.68393, 1.52900], [-0.09221, 4.99024, -2.00153], [0.59926, 6.25384, -1.95014], [-0.94752, 5.02185, -1.34009], [-0.35070, 4.75323, -3.03929], [0.63019, 4.19883, -1.82448], [0.09147, 6.88552, -2.46349]],
  "total_charge": -1,
  "homo_energy_ev": -6.46,
  "e_tot_ha": -1573.55104,
  "spin_multiplicity": 1,
  "homo_lumo_gap_ev": 9.16
}



(5)
{
  "formula": "C4H20B2InO4",
  "method": "the ωB97M-V functional and the def2-TZVPD basis",
  "elements": ["In", "B", "H", "H", "H", "H", "B", "H", "H", "H", "H", "C", "C", "O", "O", "H", "H", "H", "H", "H", "H", "C", "C", "O", "O", "H", "H", "H", "H", "H", "H"],
  "xyz": [[-0.77842, 0.86108, -0.28109], [0.83511, 3.00226, 1.04113], [0.65267, 2.22928, 1.91947], [1.02579, 2.44311, -0.04025], [-0.18044, 3.61835, 0.90868], [1.79711, 3.64177, 1.26403], [-2.49455, 2.52375, 1.56539], [-3.51918, 1.96308, 1.42099], [-2.86898, 3.53114, 2.09491], [-1.72251, 1.98591, 2.27385], [-2.07039, 2.96249, 0.49728], [-2.08875, -2.17314, -1.20487], [-0.93795, -2.90370, -0.55041], [-0.47121, -1.92206, 0.36871], [-1.62918, -0.97808, -1.88617], [-2.93672, -1.92603, -0.57293], [-2.49256, -2.88099, -1.93810], [-0.08082, -3.27544, -1.11149], [-1.39252, -3.74722, -0.02069], [-0.02447, -2.30745, 1.12845], [-1.31748, -1.24694, -2.75656], [2.37957, -0.96782, -1.14295], [2.55242, -0.58070, 0.30990], [1.39761, 0.02503, 0.88184], [1.38254, -0.19403, -1.80869], [2.11028, -2.02148, -1.23521], [3.31543, -0.84186, -1.68591], [3.32531, 0.19058, 0.40302], [2.96438, -1.43847, 0.84825], [1.48581, 0.12226, 1.83632], [1.78210, 0.30534, -2.52693]],
  "total_charge": 1,
  "homo_energy_ev": -13.02,
  "de_lowest_ev": 0.082,
  "e_tot_ha": -704.61823,
  "spin_multiplicity": 1,
  "homo_lumo_gap_ev": 5.38
}



(6)
{
  "formula": "C4H20NO8",
  "method": "the ωB97M-V functional and the def2-TZVPD basis",
  "elements": ["C", "C", "C", "C", "O", "O", "N", "H", "H", "H", "H", "H", "H", "H", "H", "H", "H", "O", "H", "H", "O", "H", "H", "O", "H", "H", "O", "H", "H", "O", "H", "H", "O"],
  "xyz": [[-3.07208, -0.51276, -0.58644], [-2.08504, -0.97035, 0.53703], [-0.80197, -1.49410, -0.09744], [0.07902, -0.31100, -0.50791], [0.69204, 0.27569, 0.44186], [0.09359, 0.09507, -1.69098], [-2.77736, -2.04591, 1.28728], [-2.52896, -0.34977, -1.55576], [-3.48267, 0.49766, -0.28593], [-3.90445, -1.15535, -0.79219], [-1.97958, -0.15034, 1.29182], [-0.38408, -2.29522, 0.59533], [-0.97733, -2.16948, -0.92848], [-3.28914, -2.68842, 0.71664], [-2.27478, -2.54711, 1.99453], [2.02999, -1.82377, -3.09792], [0.73546, -1.20588, -2.58714], [1.20051, -2.07982, -2.64654], [3.37090, 0.52896, 1.48885], [3.91782, -0.78980, 1.04785], [3.91407, -0.20306, 1.80867], [0.94661, 1.91536, 0.81511], [-0.06042, 3.16626, 0.85470], [0.56061, 2.65889, 1.37761], [-0.55295, 1.43279, 2.72264], [0.27896, 0.23223, 2.90559], [-0.58627, 0.55693, 3.18507], [1.77958, 2.61211, -2.38893], [0.40461, 1.85937, -1.91232], [0.87444, 2.42269, -2.64261], [2.70331, 2.29198, -0.49564], [2.18156, 0.86811, -0.34002], [2.99402, 1.37804, -0.51432]],
  "total_charge": -1,
  "homo_energy_ev": -5.96,
  "de_lowest_ev": 0.649,
  "e_tot_ha": -821.17835,
  "spin_multiplicity": 1,
  "homo_lumo_gap_ev": 9.17
}